ORCA calculation (ωB97M-V/def2-TZVPD) on a 2-piece molecular cluster, H4N2O overall.

## Properties
- relative energy (zero: lowest compared OMol25 entry of this formula, charge and spin) (kJ/mol) = 281.5
- LUMO energy (alpha / beta) (eV) = 0.343 / 0.155

Atoms and positions in Å:
N: 1.35145 -0.21702 0.11590
N: -1.70509 -0.24681 -0.04035
O: 0.42461 0.47557 -0.51664
H: 1.93980 0.22910 0.76366
H: 1.76477 -0.86035 -0.56430
H: -1.59932 0.17826 0.86700
H: -2.17622 0.44124 -0.62527

Cartesian forces (eV/Å) of the 3 atoms listed first:
N -1.9 -0.7 -3.2
N -0.1 -0.8 -0.4
O 1.0 -0.1 1.3